1.
# C20H31BBr3Cl12FNO2

5 unconnected molecules or ions with the total composition C20H31BBr3Cl12FNO2 (ωB97M-V/def2-TZVPD, the OMol25 dataset).

```
! RIJCOSX wB97M-V def2-TZVPD def2/J DEFGRID3
* xyz -1 1
C -1.306 5.079 0.765
C -1.255 3.819 -0.079
C 0.064 3.545 -0.753
C -2.339 3.075 -0.221
C -2.478 1.683 -0.784
C -1.248 0.749 -0.722
C -1.593 -0.601 -0.070
C -1.827 -0.410 1.432
C -0.573 -1.716 -0.378
C 0.682 -1.766 0.509
B 1.946 -0.893 0.031
C 2.396 -1.217 -1.512
Br 2.781 -3.068 -1.747
C 2.505 -0.398 -2.537
C 2.239 1.086 -2.471
Br 3.041 -0.981 -4.282
O 1.827 0.581 0.322
C 2.707 0.939 1.335
C 3.290 2.342 1.138
N 2.028 0.762 2.624
C 3.773 -0.171 1.200
F 4.618 0.197 0.143
Br 5.009 -0.300 2.746
O 3.152 -1.294 0.957
H -2.037 5.800 0.385
H -1.574 4.843 1.797
H -0.335 5.580 0.778
H 0.379 4.464 -1.262
H -0.015 2.755 -1.497
H 0.860 3.273 -0.052
H -3.273 3.519 0.127
H -2.857 1.722 -1.814
H -3.284 1.214 -0.207
H -0.907 0.543 -1.742
H -0.427 1.205 -0.164
H -2.550 -0.918 -0.513
H -2.637 0.301 1.621
H -0.928 0.019 1.883
H -2.059 -1.357 1.927
H -0.260 -1.604 -1.426
H -1.113 -2.671 -0.334
H 1.028 -2.805 0.566
H 0.463 -1.470 1.540
H 2.901 1.551 -1.740
H 1.214 1.274 -2.144
H 2.394 1.554 -3.441
H 4.330 2.378 1.466
H 3.225 2.646 0.094
H 2.726 3.070 1.731
H 2.592 1.148 3.377
H 1.155 1.279 2.582
C 6.881 4.427 0.965
Cl 7.110 3.065 2.057
Cl 6.036 3.927 -0.494
Cl 6.020 5.747 1.773
H 7.855 4.800 0.680
C 3.349 -6.957 -0.056
Cl 3.006 -6.527 -1.723
Cl 3.252 -8.711 0.184
Cl 4.919 -6.343 0.450
H 2.594 -6.497 0.569
C -5.349 -3.043 0.942
Cl -5.087 -1.304 0.916
Cl -6.869 -3.472 0.144
Cl -3.989 -3.891 0.211
H -5.423 -3.355 1.975
C -10.658 -4.422 -1.952
Cl -10.448 -6.063 -2.566
Cl -10.036 -4.279 -0.309
Cl -9.892 -3.246 -3.017
H -11.719 -4.211 -1.928
*
```

## Properties
E_HOMO: -5.55 eV
F_max: 0.7 eV/A
LUMO: 0.062 Ha
Total energy: -14355.106866 hartree

***

2.
# C11H20N2O3

A single C11H20N2O3 molecule at a distorted geometry (ωB97M-V/def2-TZVPD, the OMol25 dataset).

```
! RIJCOSX wB97M-V def2-TZVPD def2/J DEFGRID3
* xyz 0 1
C -0.982 0.446 0.534
C 0.158 -0.272 -0.232
C -2.352 -0.374 0.903
C -3.651 0.457 0.948
C -2.525 -1.739 0.092
C -3.103 -1.563 -1.381
C 2.464 -0.504 -0.628
C 3.228 -1.528 0.411
C 3.586 0.453 -0.668
C 2.955 1.843 -0.501
C 1.722 1.587 0.323
H -1.536 2.477 0.302
H -1.834 1.580 -1.108
H -0.498 0.744 1.529
H -2.053 -0.587 1.983
H -3.686 0.830 -0.125
H -3.656 1.372 1.655
H -4.531 -0.251 1.241
H -3.196 -2.382 0.678
H -1.598 -2.197 0.090
H -2.213 -1.399 -2.103
H -3.599 -0.629 -1.450
H -3.813 -2.249 -1.675
H 2.289 -1.164 -1.527
H 4.277 0.248 -1.622
H 4.550 0.407 0.003
H 2.784 2.332 -1.512
H 3.874 2.411 -0.154
H 2.098 1.610 1.389
H 0.909 2.430 0.005
H 3.055 -1.696 2.252
N -1.287 1.611 -0.253
N 1.355 0.253 -0.089
O -0.027 -1.189 -1.049
O 4.229 -2.179 0.206
O 2.606 -1.186 1.532
*
```

## Properties
E_HOMO: -8.80 eV
F_max: 5.7 eV/A
LUMO: 0.018 Ha
Total energy: -766.268426 hartree
Structure (SMILES): CC[C@H](C)[C@H](N)C(=O)N1CCC[C@H]1C(=O)O
Energy above the lowest of the compared OMol25 structures with the same formula, charge and spin: 4.272 eV

***

3.
# C3H10LuN6O7S

A molecular structure, C3H10LuN6O7S at a distorted geometry (ωB97M-V/def2-TZVPD, the OMol25 dataset).

```
! RIJCOSX wB97M-V def2-TZVPD def2/J DEFGRID3
* xyz 1 1
Lu -0.138 -0.320 -0.241
N 0.046 1.651 1.560
N -1.121 2.442 1.458
C -2.153 1.961 0.743
N -3.112 2.761 0.329
N -2.108 0.618 0.584
N -2.806 0.065 -0.482
O -3.761 0.504 -1.030
O -2.218 -1.012 -0.811
H 0.321 1.595 2.534
H 0.788 2.079 1.005
H -1.034 3.437 1.603
H -3.003 3.761 0.361
H -3.873 2.381 -0.214
O 0.443 -0.297 -2.315
S 0.848 1.144 -1.990
O 1.487 1.859 -3.028
O -0.432 1.697 -1.436
O 1.659 0.923 -0.721
C 2.707 -2.559 -0.661
C 1.789 -2.807 0.486
N 1.985 -3.853 1.266
O 0.807 -2.053 0.739
H 3.571 -3.219 -0.638
H 3.038 -1.520 -0.644
H 2.169 -2.716 -1.597
H 2.746 -4.492 1.108
H 1.354 -4.028 2.033
*
```

## Properties
E_HOMO: -13.12 eV
F_max: 1.6 eV/A
LUMO: -0.149 Ha
Total energy: -2609.131514 hartree

***

4.
# C4H9NO2

A single C4H9NO2 molecule (ωB97M-V/def2-TZVPD, the OMol25 dataset).

```
! RIJCOSX wB97M-V def2-TZVPD def2/J DEFGRID3
* xyz 0 1
C 2.087 -0.571 -0.860
N 0.861 0.179 -0.634
C 0.546 0.541 0.612
O -0.412 1.465 0.865
C -1.698 0.977 0.468
C -1.555 -0.572 0.323
O -1.362 -0.991 -0.876
H 1.936 -1.647 -0.721
H 2.424 -0.390 -1.884
H 2.870 -0.231 -0.173
H 1.356 0.556 1.343
H -2.408 1.310 1.227
H -1.966 1.374 -0.515
H -0.451 -0.597 0.992
H -2.220 -1.183 0.963
H -0.008 -0.217 -1.130
*
```

## Properties
E_HOMO: -8.99 eV
F_max: 0.4 eV/A
LUMO: 0.021 Ha
Total energy: -362.934561 hartree
Energy above the lowest of the compared OMol25 structures with the same formula, charge and spin: 4.108 eV

***

5.
# CH2FN

A single CH2FN molecule at a distorted geometry (ωB97M-V/def2-TZVPD, the OMol25 dataset).

```
! RIJCOSX wB97M-V def2-TZVPD def2/J DEFGRID3
* xyz 0 1
C 0.049 0.173 0.417
N -0.506 -0.674 -0.308
F -0.023 -0.513 -1.726
H -0.411 0.114 1.579
H 0.892 0.901 0.038
*
```

## Properties
E_HOMO: -11.80 eV
F_max: 3.7 eV/A
LUMO: 0.033 Ha
Total energy: -193.812423 hartree
Structure (SMILES): C=NF
Energy above the lowest of the compared OMol25 structures with the same formula, charge and spin: 2.361 eV

***

6.
# C2H6N3

A gas-phase ion, C2H6N3 (charge +1) at a distorted geometry (ωB97M-V/def2-TZVPD, the OMol25 dataset).

```
! RIJCOSX wB97M-V def2-TZVPD def2/J DEFGRID3
* xyz 1 1
C -0.854 0.931 0.051
C -0.590 -0.585 -0.045
N 2.617 0.733 0.075
N 1.818 -0.104 0.054
N 0.802 -0.832 -0.147
H -1.965 1.204 -0.010
H -0.372 1.332 -0.803
H 0.972 -1.821 -0.042
H -0.981 -1.153 0.822
H -1.050 -1.108 -0.873
H -0.396 1.403 0.920
*
```

## Properties
E_HOMO: -16.50 eV
F_max: 5.9 eV/A
LUMO: -0.229 Ha
Total energy: -243.697632 hartree
Structure (SMILES): CCN[N+]#N
Energy above the lowest of the compared OMol25 structures with the same formula, charge and spin: 3.736 eV

***

7.
# C6H11N2

A gas-phase ion, C6H11N2 (charge +1) at a distorted geometry (ωB97M-V/def2-TZVPD, the OMol25 dataset).

```
! RIJCOSX wB97M-V def2-TZVPD def2/J DEFGRID3
* xyz 1 1
C 0.357 -1.836 -1.601
C -0.816 1.007 1.660
C 0.248 -0.160 1.399
C -1.213 0.991 0.159
C 1.152 0.327 -1.079
C -0.061 -0.124 -0.106
N 1.289 -0.939 -1.822
N -0.507 -1.405 -0.724
H 0.380 -2.801 -2.172
H -1.636 0.877 2.321
H -0.354 1.937 1.872
H 1.211 0.051 1.587
H 0.148 -1.131 1.821
H -2.125 0.470 0.034
H -1.197 1.834 -0.529
H 0.885 1.293 -1.729
H 2.073 0.434 -0.546
H 2.231 -1.203 -2.248
H -1.398 -1.652 -0.534
*
```

## Properties
E_HOMO: -14.35 eV
F_max: 3.8 eV/A
LUMO: -0.126 Ha
Total energy: -344.441379 hartree
Structure (SMILES): C1=[NH+]C2(CCC2)CN1
Energy above the lowest of the compared OMol25 structures with the same formula, charge and spin: 2.007 eV

***

8.
# C4H14N2O

2 unconnected molecules or ions with the total composition C4H14N2O at a distorted geometry (ωB97M-V/def2-TZVPD, the OMol25 dataset).

```
! RIJCOSX wB97M-V def2-TZVPD def2/J DEFGRID3
* xyz 0 1
C 0.210 -0.816 -1.437
N -0.592 -1.719 -2.247
C -0.538 0.394 -0.881
C 0.346 1.366 -0.031
C -0.418 1.976 1.148
N -0.220 1.212 2.420
H 0.998 -0.430 -2.087
H 0.681 -1.347 -0.614
H -1.418 -2.066 -1.759
H -0.945 -1.199 -3.038
H -1.403 0.179 -0.243
H -0.920 0.993 -1.712
H 0.619 2.195 -0.686
H 1.276 0.903 0.301
H 0.027 2.960 1.342
H -1.449 2.147 0.852
H 0.577 0.614 2.293
H -1.051 0.694 2.602
H 0.836 -3.177 1.464
H 1.659 -2.050 0.879
O 1.725 -2.828 1.435
*
```

## Properties
E_HOMO: -9.24 eV
F_max: 1.9 eV/A
LUMO: 0.027 Ha
Total energy: -345.524749 hartree
Structure (SMILES): NCCCCN.O
Energy above the lowest of the compared OMol25 structures with the same formula, charge and spin: 1.400 eV